C6H9NO in the gas phase at a distorted geometry, computed with ωB97M-V/def2-TZVPD.

Each atom is followed by the atoms it is bonded to, with distances in Å.
Geometry (Å):
1 C -0.803 0.797 -0.523  C2 1.622, C4 1.617, H9 1.154, N16 1.434
2 C -1.339 -0.507 0.278  C1 1.622, C3 1.538, H10 1.100, O17 1.421
3 C -0.421 -1.393 -0.582  C2 1.538, C4 1.568, H12 1.083, H13 1.085
4 C 0.472 -0.136 -0.867  C1 1.617, C3 1.568, C5 1.463, H14 1.119
5 C 1.583 0.039 0.067  C4 1.463, C6 1.211
6 C 2.685 -0.058 0.559  C5 1.211, H15 1.047
7 H 0.324 2.544 -0.200  N16 1.060
8 H -0.335 1.780 1.212  N16 1.058
9 H -1.452 0.880 -1.474  C1 1.154
10 H -2.423 -0.686 0.322  C2 1.100
11 H -0.067 -0.279 1.875  O17 0.957
12 H 0.044 -2.250 -0.109  C3 1.083
13 H -0.941 -1.643 -1.500  C3 1.085
14 H 0.637 -0.145 -1.974  C4 1.119
15 H 3.508 -0.450 1.075  C6 1.047
16 N -0.501 2.004 0.191  C1 1.434, H7 1.060, H8 1.058
17 O -0.972 -0.496 1.651  C2 1.421, H11 0.957

Computed properties:
* energy relative to the best compared isomer or geometry (same formula, charge and spin): 3.6335 eV
* net charge: 0
* SMILES: C#C[C@H]1C[C@@H](O)[C@H]1N
* highest occupied orbital energy: -9.03 eV
* orbital gap: 9.9 eV